Record 1
DFT (ωB97M-V/def2-TZVPD) results for a molecular structure, C13H14MgO7S4 in a non-equilibrium geometry.

XYZ file:
```
39
Properties=species:S:1:pos:R:3:forces:R:3:mulliken_charge:R:1
Mg -0.48304 0.57973 -0.25221 -0.305 -0.439 -1.060 1.294
O -1.01341 0.22006 3.78975 -0.042 0.034 -0.135 -0.831
C -0.53804 0.16000 2.65555 -0.164 -0.222 -0.275 -0.060
O -1.18967 0.05125 1.55049 0.065 0.053 0.827 -0.725
C 0.99710 0.12845 2.51421 0.052 0.185 -0.253 0.111
C 1.43037 -0.90603 1.45863 0.074 0.271 -0.034 0.024
C 2.92346 -1.21539 1.59599 0.020 0.063 0.006 -1.119
C 3.56625 0.06472 0.99927 -0.064 -0.042 0.018 -1.084
C 2.32909 0.89617 0.65613 -0.160 -0.164 0.158 0.000
O 1.39623 -0.13032 0.23261 0.640 -0.107 0.415 -0.431
C 1.65571 1.44570 1.92868 -0.190 -0.281 -0.036 0.019
C 0.66626 2.56916 1.55413 0.030 0.056 -0.454 0.141
O 0.67825 3.60056 2.22847 -0.098 -0.102 -0.058 -0.817
O -0.02930 2.34074 0.49961 0.331 0.583 0.659 -0.676
H 1.39743 -0.10752 3.49684 0.089 0.030 0.064 0.435
H 0.77669 -1.76355 1.34912 -0.081 -0.029 -0.063 0.582
H 3.19612 -1.38714 2.63837 0.015 -0.004 -0.005 0.390
H 3.18630 -2.10055 1.01800 0.007 -0.008 -0.025 0.360
H 4.22611 0.58650 1.69370 -0.007 -0.004 0.015 0.387
H 4.12379 -0.16282 0.09101 0.024 -0.008 -0.001 0.378
H 2.45007 1.61809 -0.14450 -0.046 0.005 -0.074 0.585
H 2.37900 1.86769 2.62135 0.060 -0.019 0.094 0.424
O 0.43307 -3.03249 -6.29976 -0.175 0.109 0.102 -0.695
C 0.21126 -2.40449 -5.27544 0.327 -0.122 -0.026 0.623
S 0.57734 -0.70200 -5.05839 -0.085 0.034 0.040 -0.208
C 0.05819 -0.52862 -3.37222 0.027 -0.006 -0.046 0.179
C -0.40905 -1.65015 -2.78418 0.015 -0.054 -0.036 0.134
S -1.00624 -1.83693 -1.15429 -0.041 -0.005 -0.065 -0.607
S -0.42390 -3.10414 -3.79707 -0.078 0.039 0.022 -0.211
S 0.19883 1.07182 -2.69060 0.016 0.013 -0.031 -0.607
C -4.22019 -0.28483 -0.10884 0.057 0.010 0.044 -0.889
C -3.68332 0.85081 -0.95916 0.174 -0.167 -0.009 -0.338
O -2.43938 1.35626 -0.48354 -0.322 0.171 0.432 -0.395
H -5.12052 -0.70309 -0.56926 0.011 0.031 0.024 0.401
H -4.46933 0.06368 0.89798 0.015 -0.021 -0.031 0.314
H -3.46578 -1.06807 -0.02986 -0.051 0.016 -0.020 0.120
H -4.40113 1.67407 -1.00267 -0.078 0.097 -0.032 0.255
H -3.49169 0.51256 -1.97558 0.062 -0.044 -0.043 0.259
H -2.47297 1.43012 0.48769 -0.123 0.048 -0.108 0.279
```
Positions in Å, forces in eV/Å.

total charge	-2
HOMO-LUMO gap	5.57	eV
total energy	-76834.097	eV

Record 2
DFT (ωB97M-V/def2-TZVPD) results for a gas-phase ion, C13H14N (charge +1) in a non-equilibrium geometry.

XYZ file:
```
28
Properties=species:S:1:pos:R:3:forces:R:3:mulliken_charge:R:1
C 0.38682 1.15085 0.73581 0.983 0.956 0.799 -0.563
C 1.63113 1.34015 0.53965 -0.344 0.934 -1.874 0.272
C -0.56430 0.26108 0.43968 -0.591 0.709 0.927 0.828
C 0.15321 -1.03950 0.65928 -1.166 -1.446 -0.232 -0.123
C -0.10279 -1.88050 1.72292 3.054 -1.143 -1.563 -1.116
C -3.93597 -0.50967 -0.99332 3.450 0.650 1.616 -1.048
C -2.65288 -0.47796 -0.45216 -1.469 -1.153 -0.185 -0.250
C -1.88271 0.58199 0.12071 -1.808 -1.366 -0.774 1.081
C 3.04654 1.38621 0.48096 -0.452 0.467 -1.033 -0.925
C 2.37073 0.91247 -0.79205 -0.356 -1.148 0.885 -0.476
C 2.03833 -0.53983 -1.13814 -0.732 3.450 1.169 0.057
C 1.03609 -1.23538 -0.38478 0.890 -1.059 0.195 0.193
C -2.40455 1.97065 0.16087 0.415 1.450 -2.212 -1.314
N 2.49576 -1.67284 -0.34746 -0.579 -4.098 -3.582 -0.274
H 0.51489 -2.76473 2.03543 -0.548 0.897 -0.863 0.285
H -0.80697 -1.62818 2.40266 -2.299 0.880 1.903 0.415
H -4.25070 -1.41807 -1.41384 -0.725 -0.848 -0.435 0.305
H -4.52781 0.35534 -0.94038 -0.939 0.886 -0.307 0.316
H -2.15885 -1.45422 -0.40143 -0.029 0.231 -0.317 0.213
H 3.65629 2.24480 0.51610 0.213 1.302 -0.372 0.290
H 3.49699 0.66404 1.03437 1.419 -2.269 1.667 0.196
H 2.32967 1.46559 -1.69767 0.097 1.050 -0.154 0.456
H 1.95634 -0.65460 -2.18512 0.627 -0.741 -1.080 0.497
H -2.63486 2.34499 -0.94446 0.788 -0.658 2.133 0.313
H -1.61049 2.56231 0.61359 -0.117 0.537 -0.279 0.354
H -3.32040 2.24729 0.68195 -0.096 -0.878 0.297 0.381
H 2.82908 -2.49857 -0.98061 -0.972 1.632 1.709 0.346
H 2.91140 -1.71370 0.52745 1.286 0.775 1.960 0.288
```
Positions in Å, forces in eV/Å.

total charge	+1
expectation value of S²	2.12
HOMO-LUMO gap (spin up / spin down)	6.76 / 6.87	eV
multiplicity	3
total energy	-15181.905	eV

Record 3
DFT (ωB97M-V/def2-TZVPD) results for a molecular structure, C13H14NO5PS in a non-equilibrium geometry.

XYZ file:
```
35
Properties=species:S:1:pos:R:3:forces:R:3:mulliken_charge:R:1
O 0.21008 -0.19033 5.58812 -2.583 1.347 -3.012 -0.612
P -0.80235 0.29627 4.51638 4.111 -1.788 3.709 0.452
O 0.08201 0.98883 3.22385 -1.292 -0.044 0.445 -0.198
S -0.89439 1.93942 2.21349 -2.135 4.155 0.193 0.598
O -1.01909 3.30077 2.86385 0.839 -3.639 -1.445 -0.520
O -0.10952 2.25108 0.73212 1.533 -0.707 2.403 -0.254
C 1.22274 1.66717 0.74926 1.178 -1.227 -0.608 -0.142
C 2.04867 1.94490 -0.62230 0.365 1.215 -1.317 0.117
O 2.33562 3.08658 -1.04334 -0.985 -3.909 1.708 -0.516
C 2.50555 0.60424 -1.39858 0.423 -1.555 -0.670 0.354
C 1.40532 -0.38609 -1.83016 3.359 -1.646 -0.869 -0.122
C 1.81978 -1.71075 -2.54466 2.686 2.526 1.128 -0.490
C 3.32240 -1.98959 -2.78230 -0.502 2.940 1.487 -0.360
C 4.40450 -0.96616 -2.34498 -3.193 1.081 0.988 -0.386
C 4.01203 0.36180 -1.63569 -2.951 -2.826 -1.252 -0.426
H -1.69874 1.20341 5.16376 0.218 0.040 -1.183 0.113
H -1.55693 -0.86133 4.12538 0.152 1.007 -0.676 0.092
H 1.89139 2.03355 1.60808 -1.101 -0.251 -1.184 0.368
H 1.07807 0.52682 0.87503 0.545 1.768 -0.359 0.279
H 0.28209 -0.23591 -1.64527 2.015 0.096 -0.153 0.320
H 1.02362 -2.46507 -2.87618 1.395 1.325 0.574 0.324
H 3.70793 -2.94956 -3.27452 -0.900 1.589 0.805 0.303
H 5.51502 -1.17470 -2.49527 -1.833 0.183 0.131 0.306
H 4.77057 1.13592 -1.26507 -1.265 -1.398 -0.735 0.322
N -2.05092 0.25508 -0.14969 -0.578 -0.707 -0.242 -0.027
C -2.11611 -0.98033 0.37440 0.054 0.541 -0.201 0.003
C -3.11119 -1.89531 0.07195 -0.049 0.018 -0.030 -0.935
C -4.10242 -1.51500 -0.82133 -0.079 -0.027 -0.050 -0.108
C -4.06101 -0.24413 -1.37642 0.006 -0.161 0.081 -0.636
C -3.02133 0.59641 -1.01231 0.481 0.069 0.298 -0.295
H -1.32043 -1.23008 1.07027 -0.011 -0.089 -0.002 0.493
H -3.11183 -2.87969 0.52328 0.021 0.054 -0.013 0.397
H -4.89940 -2.20251 -1.08258 0.056 0.044 0.021 0.366
H -4.81834 0.08581 -2.07636 0.058 0.010 0.037 0.390
H -2.94340 1.59847 -1.42220 -0.040 -0.037 -0.008 0.431
```
Positions in Å, forces in eV/Å.

HOMO-LUMO gap	9.09	eV
total energy	-45553.422	eV

Record 4
DFT (ωB97M-V/def2-TZVPD) results for a molecular structure, C13H15AuN4OS2.

XYZ file:
```
36
Properties=species:S:1:pos:R:3:forces:R:3:mulliken_charge:R:1
Au 1.32137 1.08453 -0.13065 0.038 0.015 -0.027 0.047
O -0.84196 0.61760 1.52353 -0.021 0.042 -0.006 -0.663
N -1.31997 1.73894 1.95900 -0.031 -0.056 -0.010 0.447
C -2.51802 1.70674 2.60306 0.012 -0.012 0.015 -0.189
C -3.11111 2.82337 3.12600 0.018 0.012 -0.021 -0.727
C -2.45933 4.04909 2.98853 -0.022 -0.020 0.006 -0.162
C -1.25811 4.08029 2.32662 -0.011 -0.003 -0.008 -0.739
C -0.66195 2.92772 1.78763 0.041 0.043 -0.005 0.369
S 0.85250 3.06996 0.97479 0.021 -0.019 0.021 -0.445
H -2.93120 0.71180 2.66311 -0.003 0.001 0.000 0.428
H -4.06456 2.72955 3.62561 0.002 0.000 0.007 0.364
H -2.89042 4.95831 3.38560 -0.004 0.000 0.005 0.351
H -0.72239 5.00878 2.18729 0.001 -0.001 -0.008 0.352
N 1.75556 -0.51965 -1.27384 0.001 -0.055 0.078 -0.793
C 2.53723 -1.52238 -0.86169 -0.009 -0.004 -0.021 0.692
C 3.19564 -1.58132 0.40353 0.006 0.043 0.003 -0.284
C 3.98014 -2.65723 0.75880 0.012 -0.003 -0.013 -0.612
C 4.16062 -3.72634 -0.11928 -0.009 0.012 -0.004 -0.337
C 3.53266 -3.70552 -1.36558 0.008 -0.028 0.005 -0.538
C 2.74015 -2.63968 -1.72820 -0.022 0.033 -0.013 -0.255
H 3.05301 -0.74665 1.07906 -0.010 0.005 0.011 0.254
H 4.46312 -2.67268 1.72889 -0.003 0.005 0.001 0.337
H 4.78087 -4.56688 0.16577 -0.001 -0.005 -0.002 0.355
H 3.66428 -4.53675 -2.04842 0.000 -0.002 -0.001 0.329
H 2.23631 -2.61884 -2.68663 0.007 -0.008 -0.008 0.338
C -2.93203 -0.08807 -0.93557 0.010 -0.039 0.065 -1.005
N -1.67376 -0.37474 -1.58417 0.024 0.131 0.101 -0.027
C -1.53596 -0.54662 -2.90646 0.026 -0.127 -0.034 0.243
N -0.27417 -0.71348 -3.34042 -0.264 0.072 0.003 -0.253
S -2.86277 -0.59144 -3.95608 0.023 0.007 -0.054 -0.479
H -2.72572 -0.01068 0.13032 -0.008 -0.014 -0.014 0.276
H -3.65087 -0.88511 -1.12384 -0.007 0.001 -0.009 0.341
H -3.36562 0.84746 -1.29260 -0.018 0.029 -0.044 0.303
H -0.83868 -0.22243 -1.03167 -0.002 -0.038 0.022 0.169
H 0.52945 -0.64054 -2.69839 0.120 -0.013 -0.031 0.337
H -0.16429 -0.78712 -4.33365 0.076 -0.004 -0.009 0.176
```
Positions in Å, forces in eV/Å.

total charge	-1
expectation value of S²	0.80
HOMO-LUMO gap (spin up / spin down)	7.55 / 6.72	eV
multiplicity	2
total energy	-47095.788	eV

Record 5
DFT (ωB97M-V/def2-TZVPD) results for a molecular structure, C13H15Cl5O3PdS4 in a non-equilibrium geometry.

XYZ file:
```
41
Properties=species:S:1:pos:R:3:forces:R:3:mulliken_charge:R:1
Pd 0.48048 1.53959 0.28251 -0.199 0.121 1.143 0.086
C -2.39417 -2.61703 -2.35742 0.074 -0.017 0.037 -0.632
C -1.58117 -3.02495 -1.13031 -0.036 0.006 0.015 -0.801
S -0.69256 -1.71117 -0.26072 0.032 0.084 -0.002 -0.004
C -2.03180 -0.61396 0.26763 -0.054 -0.057 0.030 -0.587
C -2.46631 0.46727 -0.71404 -0.016 -0.068 0.051 -0.742
S -1.15059 1.43578 -1.47679 0.191 0.144 0.020 -0.116
C -0.49030 0.41975 -2.83789 0.209 -0.077 0.113 0.046
C -1.52410 -0.24870 -3.74640 -0.019 -0.025 0.009 -0.822
S -1.43861 -2.06025 -3.79479 -0.045 -0.013 -0.009 -0.096
H -3.14986 -1.87244 -2.11381 -0.012 0.003 0.006 0.233
H -2.93963 -3.49784 -2.70299 0.020 -0.001 0.002 0.429
H -0.80227 -3.73067 -1.42095 -0.009 -0.017 0.001 0.384
H -2.23152 -3.53078 -0.41287 -0.002 0.010 -0.007 0.381
H -1.65731 -0.12763 1.16985 -0.023 -0.033 -0.035 0.155
H -2.89228 -1.22187 0.55795 0.009 -0.021 -0.001 0.606
H -3.04525 1.21478 -0.16771 -0.001 0.022 -0.003 0.319
H -3.10937 0.09429 -1.50784 0.013 -0.050 -0.001 0.434
H 0.18396 -0.33360 -2.43387 -0.085 0.142 -0.041 -0.183
H 0.10827 1.14294 -3.39454 -0.028 -0.005 -0.007 0.551
H -1.33731 0.03754 -4.78177 0.011 -0.002 0.013 0.319
H -2.54628 0.06534 -3.53491 0.003 -0.017 0.012 0.409
C 2.28152 -2.66616 3.22317 -0.664 -0.822 0.009 -0.592
S 3.06180 -0.58106 -0.95324 0.162 -0.364 0.040 0.845
O 4.12876 -1.05800 -2.07182 -0.021 -0.065 -0.027 -0.190
O 2.56487 0.72622 -1.24837 -0.566 0.612 0.186 -0.474
O 2.73875 -1.62353 -2.14987 0.030 -0.071 -0.045 -0.187
H 3.89937 -1.07820 3.44020 0.550 0.228 0.336 0.033
H 2.71831 -2.31264 4.17392 0.506 0.095 0.096 0.173
H 1.00206 -1.26790 1.78276 0.408 0.035 0.019 0.236
Cl 2.14239 -0.99903 2.39691 -0.869 0.386 -0.366 0.107
C 0.91934 2.02429 2.27722 -3.305 1.278 -0.770 -0.859
C -0.43960 2.15295 1.99469 3.377 0.170 0.127 0.665
C -1.32350 2.97618 2.67802 0.156 -0.908 -0.760 -0.223
Cl -2.98998 3.10472 2.21705 0.016 0.003 -0.046 -0.214
C -0.80320 3.69233 3.73942 1.336 0.096 0.629 0.466
Cl -1.82306 4.72554 4.66491 0.062 -0.037 -0.019 -0.178
C 0.59831 3.59838 4.06028 -1.344 0.152 -0.164 -0.028
Cl 1.21734 4.53610 5.36037 -0.011 0.026 0.028 -0.179
C 1.44947 2.78561 3.32073 0.016 -0.946 -0.629 0.431
Cl 3.13839 2.71364 3.68655 0.127 0.003 0.010 -0.201
```
Positions in Å, forces in eV/Å.

expectation value of S²	2.01
HOMO-LUMO gap (spin up / spin down)	6.91 / 7.32	eV
multiplicity	3
total energy	-129285.415	eV

Record 6
DFT (ωB97M-V/def2-TZVPD) results for a molecular structure, C13H15CoNTe in a non-equilibrium geometry.

XYZ file:
```
31
Properties=species:S:1:pos:R:3:forces:R:3:mulliken_charge:R:1
C -0.64121 0.98262 -3.50593 0.384 1.639 -1.289 -0.386
C 0.75256 0.98851 -3.17391 0.293 2.162 -1.620 -0.649
C 0.92136 1.75342 -1.97333 0.634 1.264 -0.571 -0.497
C -0.36115 2.22573 -1.56801 -0.053 0.952 -0.869 -0.742
C -1.32564 1.75029 -2.50770 0.312 1.714 -0.767 -0.496
Co -0.30209 0.15553 -1.74955 -1.759 -0.906 3.085 -0.232
N -1.70193 -1.05358 -1.70067 -0.471 -1.936 0.532 -0.316
C -0.55541 -2.01639 -1.89058 -0.644 -1.957 -0.281 -0.318
C 0.78359 -1.34570 -2.00276 1.816 -1.962 0.496 -0.947
H 1.86341 1.96044 -1.47178 -0.289 -0.126 -0.100 0.458
H 1.54858 0.54269 -3.75465 -0.189 -0.029 0.181 0.662
H -0.56208 2.84722 -0.70291 0.013 -0.331 -0.161 0.526
H -2.39234 1.94784 -2.47513 0.222 -0.228 0.131 0.424
H -1.09022 0.52539 -4.38219 0.097 -0.046 0.301 0.435
H 1.24800 -1.48728 -2.97922 0.120 -0.056 0.290 0.399
H -0.53104 -2.78208 -1.10321 -0.285 0.254 0.128 0.314
H -2.45771 -1.53026 -1.20513 0.067 0.142 -0.232 0.243
H 1.45043 -1.54976 -1.16123 0.071 -0.381 -0.223 0.285
H -0.74686 -2.56843 -2.82229 -0.179 0.031 -0.012 0.319
Te -1.62275 0.31120 0.78532 -0.421 -0.013 0.379 0.045
C -0.34575 0.15776 2.42396 0.107 -0.072 0.483 0.059
C -0.82598 0.58431 3.68598 0.945 -0.604 -0.110 -0.647
C -0.08705 0.27905 4.83515 0.072 0.041 -0.363 -0.355
C 1.12988 -0.41299 4.73070 -0.078 0.025 -0.142 -0.471
C 1.63075 -0.77509 3.47069 -0.243 0.258 -0.080 -0.424
C 0.91185 -0.47476 2.30539 -0.462 0.232 0.894 -0.173
H -1.77761 1.11259 3.73448 0.211 -0.173 0.096 0.301
H -0.46411 0.57647 5.81571 0.125 -0.079 -0.205 0.315
H 1.69105 -0.66638 5.63409 -0.164 0.086 -0.285 0.315
H 2.58604 -1.29875 3.39676 -0.215 0.139 0.041 0.333
H 1.27346 -0.73963 1.31191 -0.039 -0.037 0.272 0.218
```
Positions in Å, forces in eV/Å.

total charge	-1
expectation value of S²	6.04
HOMO-LUMO gap (spin up / spin down)	4.89 / 5.98	eV
multiplicity	5
total energy	-60129.959	eV